{
  "formula": "C2H8S4",
  "method": "ωB97M-V/def2-TZVPD",
  "total_charge": 1,
  "e_above_lowest_kcal_mol": 8.1,
  "fmax_ha_per_bohr": 0.032,
  "spin_multiplicity": 2,
  "lumo_energy_ev": [-5.04, -8.18],
  "e_homo_ha": [-0.4182, -0.4182],
  "symbols": ["C", "S", "S", "H", "H", "H", "H", "C", "S", "S", "H", "H", "H", "H"],
  "xyz": [[2.643, -0.747, -0.167], [3.415, 0.680, 0.761], [2.326, 0.519, 2.426], [1.809, -0.300, -0.693], [2.365, -1.404, 0.650], [3.407, -1.164, -0.807], [2.767, 1.719, 2.858], [-1.754, 1.082, -1.335], [-3.125, 0.163, -0.575], [-3.127, -1.596, -1.674], [-1.120, 0.367, -1.852], [-1.282, 1.678, -0.559], [-2.157, 1.751, -2.094], [-3.876, -1.095, -2.664]],
  "forces_ev_per_angstrom": [[0.56, 1.04, 1.12], [-0.47, -0.60, -0.28], [0.30, 0.38, -0.36], [-0.18, -0.23, -0.17], [-0.27, -0.48, -0.41], [0.07, -0.07, -0.16], [-0.05, -0.06, 0.26], [-0.67, 0.06, -0.43], [0.14, -0.47, 0.08], [-0.07, 0.61, 0.23], [0.36, 0.06, 0.30], [0.30, -0.11, -0.01], [0.04, 0.10, 0.02], [-0.06, -0.23, -0.19]],
  "lowdin_charge": [-0.31, 0.65, 0.62, 0.05, 0.03, 0.06, -0.10, -0.50, 0.35, 0.30, 0.00, 0.01, 0.03, -0.19]
}

=====

{
  "formula": "C2H9BrSi3",
  "method": "ωB97M-V/def2-TZVPD",
  "fmax_ha_per_bohr": 0.035,
  "spin_multiplicity": 3,
  "lumo_energy_ev": [0.58, -2.00],
  "e_homo_ha": [-0.2419, -0.3684],
  "symbols": ["C", "C", "Si", "Si", "Si", "Br", "H", "H", "H", "H", "H", "H", "H", "H", "H"],
  "xyz": [[0.336, -0.408, -1.389], [-1.626, 1.079, 0.373], [-0.510, 1.294, -1.078], [1.517, -0.927, -0.012], [0.283, -0.714, 1.929], [-1.019, -2.435, 2.557], [-0.447, -1.157, -1.511], [0.872, -0.393, -2.339], [-1.813, 1.902, 1.044], [-2.427, 0.358, 0.341], [0.544, 2.265, -0.740], [-1.092, 1.674, -2.381], [2.066, -2.281, -0.198], [2.648, -0.002, 0.142], [0.666, -0.255, 3.261]],
  "forces_ev_per_angstrom": [[0.06, 0.50, 0.27], [-0.85, 0.96, -1.27], [0.84, -1.19, -0.01], [-0.32, -0.05, -0.18], [-0.23, -0.52, 0.78], [0.01, -0.04, -0.36], [-0.11, -0.12, 0.12], [0.11, 0.10, -0.09], [0.10, 0.05, 0.37], [-0.04, -0.35, 0.18], [0.05, 0.19, 0.04], [-0.32, 0.17, 0.09], [0.00, -0.16, -0.06], [0.10, 0.23, -0.04], [0.61, 0.22, 0.13]],
  "lowdin_charge": [-0.55, -0.22, 0.50, 0.37, 0.11, 0.15, 0.02, 0.01, 0.00, 0.00, -0.04, -0.05, -0.08, -0.07, -0.16]
}

=====

{
  "formula": "C2H9N2",
  "method": "ωB97M-V/def2-TZVPD",
  "total_charge": 1,
  "e_above_lowest_kcal_mol": 26.9,
  "fmax_ha_per_bohr": 0.073,
  "lumo_energy_ev": -3.41,
  "e_homo_ha": -0.5636,
  "symbols": ["N", "H", "H", "H", "H", "C", "C", "N", "H", "H", "H", "H", "H"],
  "xyz": [[-1.107, -1.244, -1.196], [-0.629, -0.463, 0.492], [-1.145, -2.270, -0.990], [-0.574, -1.180, -1.998], [-2.007, -0.898, -1.430], [1.298, 1.037, -0.439], [0.770, 1.082, 0.787], [-0.168, 0.055, 1.274], [0.931, 0.464, -1.201], [1.958, 1.860, -0.659], [1.245, 1.665, 1.646], [0.348, -0.527, 1.961], [-0.919, 0.418, 1.753]],
  "forces_ev_per_angstrom": [[-0.24, -1.58, 2.79], [0.63, -0.63, -0.68], [-0.37, 1.24, -0.28], [1.51, 0.31, -2.07], [-1.07, 0.00, -0.20], [-0.47, 2.40, 2.83], [1.89, 0.16, 0.60], [2.12, -1.01, -0.67], [-0.70, -1.58, -1.73], [0.45, -0.21, -0.18], [-1.05, -0.58, -1.45], [-0.51, -0.14, -0.71], [-2.19, 1.63, 1.73]],
  "lowdin_charge": [0.05, 0.10, 0.09, 0.01, 0.04, 0.09, -0.13, 0.17, 0.03, 0.09, 0.15, 0.19, 0.12]
}

=====

{
  "formula": "C2H9N2O",
  "method": "ωB97M-V/def2-TZVPD",
  "total_charge": -1,
  "e_above_lowest_kcal_mol": 11.6,
  "fmax_ha_per_bohr": 0.033,
  "lumo_energy_ev": 4.52,
  "e_homo_ha": -0.0998,
  "symbols": ["C", "O", "H", "H", "H", "N", "C", "N", "H", "H", "H", "H", "H", "H"],
  "xyz": [[-2.244, -0.572, 0.776], [-1.384, -0.714, -0.277], [-1.754, -0.311, 1.747], [-2.762, -1.530, 1.033], [-3.013, 0.183, 0.501], [0.748, 1.334, 0.419], [1.752, 0.373, 0.022], [1.349, -0.439, -1.132], [0.886, 1.642, 1.352], [-0.168, 0.959, 0.136], [1.978, -0.356, 0.809], [2.728, 0.848, -0.184], [1.179, 0.159, -1.938], [0.381, -0.743, -0.893]],
  "forces_ev_per_angstrom": [[0.44, -0.56, -0.81], [0.30, 0.17, 0.17], [-0.09, 0.43, -0.04], [-0.29, 0.17, -0.05], [-0.25, -0.01, 0.70], [0.24, 0.25, -1.65], [0.57, -0.77, -0.45], [-0.53, 0.29, 0.32], [-0.51, 0.06, 0.80], [0.00, -0.09, 0.82], [-0.15, -0.09, 0.21], [-0.27, 0.16, -0.12], [0.25, 0.22, 0.10], [0.28, -0.24, 0.04]],
  "lowdin_charge": [-0.45, -0.45, 0.03, 0.03, 0.03, -0.02, -0.42, -0.03, 0.03, 0.04, 0.08, 0.08, 0.04, 0.01]
}

=====

{
  "formula": "C2H9N2O",
  "method": "ωB97M-V/def2-TZVPD",
  "total_charge": 1,
  "e_above_lowest_kcal_mol": 75.0,
  "fmax_ha_per_bohr": 0.083,
  "lumo_energy_ev": -3.67,
  "e_homo_ha": -0.5160,
  "smiles": "[NH3+]CNCO",
  "symbols": ["C", "N", "H", "H", "H", "H", "N", "C", "O", "H", "H", "H", "H", "H"],
  "xyz": [[0.813, 0.663, 0.461], [1.015, 1.999, -0.464], [1.253, 0.994, 1.454], [1.583, -0.035, 0.068], [1.874, 2.082, -1.002], [1.054, 2.786, 0.297], [-0.435, 0.172, 0.643], [-0.886, -1.207, 0.288], [-0.798, -1.791, -0.980], [-0.492, 0.113, 1.618], [0.223, 2.104, -1.028], [-0.136, -1.697, 0.945], [-1.881, -1.208, 0.614], [-0.706, -2.741, -0.881]],
  "forces_ev_per_angstrom": [[4.20, -0.17, 0.49], [0.79, 0.97, 4.09], [-0.55, -0.06, -1.28], [-0.59, 0.31, -0.31], [0.05, -0.44, -0.09], [-0.36, -1.44, -2.18], [-1.22, 1.04, -2.20], [2.72, -1.36, 0.69], [0.24, 1.83, -0.41], [-1.20, 0.37, 1.63], [-1.63, 0.43, -1.24], [-1.19, -1.12, -0.12], [-1.37, -0.27, 0.79], [0.11, -0.09, 0.15]],
  "lowdin_charge": [-0.19, 0.21, 0.16, 0.15, 0.15, 0.20, -0.03, -0.23, -0.01, 0.10, 0.12, 0.14, 0.12, 0.11]
}

=====

{
  "formula": "C2H9N2O",
  "method": "ωB97M-V/def2-TZVPD",
  "total_charge": 1,
  "e_above_lowest_kcal_mol": 40.3,
  "fmax_ha_per_bohr": 0.026,
  "lumo_energy_ev": -3.17,
  "e_homo_ha": -0.5421,
  "smiles": "NC[NH2+]CO",
  "symbols": ["C", "N", "H", "H", "H", "H", "N", "C", "O", "H", "H", "H", "H", "H"],
  "xyz": [[-0.292, 0.597, -1.082], [0.856, 1.042, -1.670], [-0.967, 0.160, -1.804], [-0.856, 1.297, -0.484], [1.347, 1.809, -1.291], [1.207, 0.684, -2.539], [-0.024, -0.601, -0.061], [-0.109, -0.239, 1.420], [-1.082, -1.050, 1.987], [0.915, -0.957, -0.243], [-0.687, -1.372, -0.090], [0.855, -0.352, 1.906], [-0.446, 0.792, 1.499], [-0.717, -1.812, 2.452]],
  "forces_ev_per_angstrom": [[-0.63, -1.12, -0.30], [0.37, -0.03, -0.04], [-0.17, -0.17, -0.15], [0.17, 0.43, 0.08], [0.44, 0.70, 0.30], [-0.26, -0.07, -0.07], [0.50, 0.40, 1.00], [-0.40, -0.17, 0.48], [-0.08, 0.08, -0.12], [-0.09, -0.06, -0.32], [-0.24, -0.10, -0.61], [0.22, 0.02, -0.20], [0.05, 0.02, -0.10], [0.13, 0.08, 0.04]],
  "lowdin_charge": [-0.18, 0.07, 0.14, 0.13, 0.09, 0.11, 0.10, -0.19, 0.00, 0.16, 0.16, 0.14, 0.13, 0.12]
}